[1]
92
Properties=species:S:1:pos:R:3:lowdin_charge:R:1 method="wB97M-V/def2-TZVPD" total_energy_ha=-5417.57809 de_lowest_ev=1.577 total_charge=+2 orbital_gap_ev="4.8 / 4.8"
W 0.08490 -0.07449 -0.82985 1.79
Cl -6.44298 -1.21253 2.57273 0.73
C -4.90374 -1.23415 1.79782 -0.66
C -4.37010 -2.44144 1.35085 -0.07
C -3.14078 -2.46290 0.71593 0.01
C -2.43936 -1.27938 0.52858 -0.33
O -1.28535 -1.27743 -0.16021 -0.28
C -2.95290 -0.06954 1.00607 -0.19
C -2.21864 1.17892 0.83824 -0.19
N -0.83786 1.20449 0.71967 -0.13
C -0.13651 2.28215 1.11473 -0.23
C -0.58084 3.32843 1.96283 0.01
C 0.25815 4.37017 2.22377 -0.02
C 1.57403 4.42811 1.67952 0.03
C 2.05520 3.44027 0.87446 -0.13
C 3.40447 3.38185 0.32906 0.00
C 3.73090 2.43946 -0.55107 0.00
C 2.72125 1.47775 -1.08703 -0.25
N 1.51813 1.37286 -0.26250 -0.04
C 1.19139 2.33697 0.56991 -0.14
C -4.20406 -0.05693 1.63026 -0.05
H -4.92615 -3.35686 1.49906 0.12
H -2.71807 -3.39136 0.35391 0.13
H -2.66985 2.04094 1.31688 0.12
H -1.56113 3.30102 2.41574 0.12
H -0.06935 5.16824 2.87584 0.12
H 2.20758 5.27016 1.92800 0.13
H 4.13182 4.10570 0.67383 0.13
H 4.73494 2.36921 -0.94888 0.13
H 3.15320 0.47923 -1.19506 0.15
H -4.62349 0.87408 1.99096 0.13
I 3.23671 -3.51914 -2.99596 1.05
C 3.01273 -3.09205 -0.98492 -0.62
C 3.74018 -3.81693 -0.01344 -0.19
C 3.59693 -3.56742 1.32348 -0.65
I 4.70705 -4.68761 2.68144 1.03
C 2.68523 -2.56727 1.77308 -0.18
C 2.40008 -2.25037 3.11322 0.01
C 1.45188 -1.29971 3.39574 0.00
C 0.79101 -0.64704 2.35457 -0.06
N 1.04842 -0.89173 1.07985 0.03
C 1.97844 -1.84744 0.79227 -0.14
C 2.15911 -2.10181 -0.57882 -0.36
O 1.41108 -1.36209 -1.41769 -0.25
H 4.41996 -4.58845 -0.34804 0.09
H 2.91706 -2.76846 3.91010 0.08
H 1.19762 -1.04984 4.41551 0.12
H 0.03192 0.08842 2.57687 0.12
C -2.24679 -2.50345 -3.87291 -0.01
C -1.45599 -2.44524 -5.01270 0.00
C -0.33232 -1.64654 -4.99533 0.03
C -0.00726 -0.93744 -3.84558 -0.22
N -0.76859 -1.01190 -2.73234 -0.02
C -1.86962 -1.78334 -2.76445 -0.10
C 1.10746 -0.01089 -3.74676 -0.22
C 2.17933 -0.04936 -4.54220 -0.02
C 3.20625 0.97907 -4.46950 -0.04
C 3.16144 1.91693 -3.52688 -0.03
C 2.12324 1.91458 -2.44508 -0.25
C 0.88059 1.04520 -2.71467 -0.20
H -3.14987 -3.09510 -3.83565 0.12
H -1.72478 -2.99864 -5.90239 0.13
H 0.28543 -1.53480 -5.87398 0.13
H -2.46573 -1.82747 -1.87134 0.09
H 2.28803 -0.83802 -5.27561 0.11
H 3.99054 0.98259 -5.21449 0.12
H 3.90708 2.70253 -3.49175 0.12
H 1.81165 2.94634 -2.26430 0.13
Ge -1.99030 1.46641 -1.41407 1.13
C -1.87704 3.39932 -1.29023 -0.31
C -0.77009 4.17198 -1.62595 -0.10
C -0.78622 5.54740 -1.43596 -0.06
C -1.91197 6.16362 -0.90896 -0.05
C -3.03344 5.40598 -0.59107 -0.05
C -3.01791 4.03442 -0.78737 -0.11
C -3.56963 0.93522 -2.40631 -0.31
C -3.68987 1.56215 -3.64782 -0.10
C -4.73858 1.23412 -4.49568 -0.06
C -5.68226 0.29732 -4.09733 -0.05
C -5.57641 -0.31272 -2.85361 -0.05
C -4.51876 -0.00412 -2.01099 -0.10
H 0.09431 1.68839 -3.12874 0.09
H 0.10920 3.71253 -2.05469 0.07
H 0.07855 6.13773 -1.71035 0.12
H -1.92386 7.23547 -0.76309 0.12
H -3.92305 5.88584 -0.20496 0.12
H -3.91178 3.46008 -0.56278 0.11
H -2.97800 2.32126 -3.95709 0.11
H -4.82572 1.72217 -5.45722 0.12
H -6.50840 0.05119 -4.75099 0.12
H -6.32316 -1.02870 -2.53554 0.12
H -4.45471 -0.49378 -1.04730 0.09

=====

[2]
103
Properties=species:S:1:pos:R:3:lowdin_charge:R:1 method="wB97M-V/def2-TZVPD" total_energy_ha=-8837.79320 de_lowest_ev=0.985 spin_multiplicity=3 total_charge=-1 orbital_gap_ev="3.0 / 6.0"
Pt 1.61254 0.76049 -0.80398 1.24
O 4.14483 -1.21772 0.14033 -0.29
S 4.76612 -0.23523 -0.68785 0.61
O 5.99655 0.33485 -0.20323 -0.30
N 3.66089 0.96097 -0.96978 -0.27
C 4.05163 2.28190 -1.08942 -0.26
C 5.34645 2.79248 -1.11755 -0.02
C 5.57644 4.17097 -1.16634 -0.06
C 4.55228 5.08141 -1.17941 -0.05
C 3.22622 4.61837 -1.17367 -0.15
C 2.10584 5.47185 -1.14047 0.01
C 0.84823 4.93142 -1.20855 -0.04
C 0.69587 3.54859 -1.27619 -0.10
N 1.72347 2.71716 -1.23355 -0.07
C 2.98827 3.22243 -1.17797 -0.15
C 5.11874 -0.93647 -2.28878 -0.26
C 4.90155 -2.28002 -2.53181 -0.04
C 5.15789 -2.78583 -3.79654 -0.06
C 5.65931 -1.95777 -4.79017 -0.08
C 5.91717 -0.61982 -4.52120 -0.08
C 5.63796 -0.10272 -3.26713 -0.06
H 6.18420 2.12132 -1.04244 0.09
H 6.60058 4.52120 -1.17278 0.11
H 4.74307 6.14644 -1.19800 0.11
H 2.24891 6.54102 -1.05206 0.12
H -0.02991 5.56129 -1.21059 0.11
H -0.28477 3.10649 -1.38468 0.09
H 4.53361 -2.91726 -1.73898 0.11
H 4.96449 -3.82998 -4.00205 0.11
H 5.84766 -2.35344 -5.78002 0.10
H 6.33823 0.02232 -5.28402 0.10
H 5.82601 0.93872 -3.03900 0.10
Se -4.26374 0.48438 2.98511 0.37
P -3.98793 1.02248 0.96915 0.55
C -4.46216 2.75989 0.69504 -0.35
C -3.67030 3.69309 0.03827 -0.07
C -4.11766 4.99937 -0.10509 -0.08
C -5.35103 5.37727 0.40210 -0.09
C -6.13405 4.45346 1.08109 -0.08
C -5.68569 3.15294 1.23649 -0.12
C -5.02553 0.00640 -0.12417 -0.35
C -6.12695 0.50879 -0.80373 -0.07
C -6.94296 -0.35197 -1.52404 -0.08
C -6.66199 -1.70830 -1.56813 -0.08
C -5.55449 -2.21003 -0.89718 -0.06
C -4.74191 -1.35629 -0.17315 -0.09
C -2.36802 0.85827 0.19947 -0.40
C -1.02362 0.67123 0.52387 -0.36
N -0.36897 0.79619 -0.66269 -0.24
N -1.22211 1.05337 -1.63099 -0.01
N -2.42411 1.09095 -1.13605 0.02
P -0.04234 0.32240 2.00110 0.68
Se 1.98136 1.06767 1.92690 0.54
C -0.84324 1.30975 3.28992 -0.41
C -1.10545 2.64921 3.01245 -0.12
C -1.65707 3.45615 3.99001 -0.08
C -1.93288 2.92871 5.24462 -0.08
C -1.63967 1.60469 5.52814 -0.09
C -1.08551 0.79025 4.55269 -0.10
C -0.23541 -1.41697 2.44020 -0.36
C -1.50523 -1.98641 2.42906 -0.09
C -1.64517 -3.32935 2.73067 -0.06
C -0.52544 -4.09189 3.03902 -0.06
C 0.73488 -3.51537 3.06580 -0.06
C 0.88497 -2.17045 2.76419 -0.09
H -2.71419 3.40825 -0.37748 0.08
H -3.50153 5.72560 -0.62018 0.10
H -5.70049 6.39452 0.27889 0.10
H -7.09254 4.74429 1.49102 0.10
H -6.26909 2.42878 1.79205 0.09
H -6.34768 1.56752 -0.78041 0.10
H -7.80311 0.03963 -2.05207 0.10
H -7.30884 -2.37888 -2.11884 0.10
H -5.32397 -3.26643 -0.93628 0.11
H -3.88113 -1.74577 0.35788 0.10
H -0.86979 3.04664 2.03159 0.10
H -1.87362 4.49424 3.77325 0.11
H -2.36490 3.56331 6.00769 0.10
H -1.84702 1.20444 6.51181 0.11
H -0.86196 -0.24853 4.76036 0.11
H -2.37507 -1.38002 2.21102 0.02
H -2.62733 -3.78437 2.72228 0.11
H -0.63594 -5.14579 3.25974 0.11
H 1.61242 -4.10138 3.30204 0.10
H 1.86474 -1.70999 2.75465 0.08
O 1.78281 -1.41642 -2.33231 0.01
C 1.49585 -1.93192 -1.24568 -0.59
O 1.20694 -1.20442 -0.21351 -0.21
C 1.38405 -3.41991 -1.08775 -0.14
C 2.09307 -4.05425 -0.07028 0.01
C 2.06683 -5.46493 -0.00181 -0.16
C 1.30151 -6.21350 -0.87467 0.08
C 0.54178 -5.55864 -1.83335 -0.16
C 0.60703 -4.15005 -1.97424 0.05
N -0.31182 -6.31291 -2.67036 -0.42
O -0.32321 -7.55636 -2.55674 -0.06
O -1.02032 -5.69770 -3.48809 -0.05
N 2.83860 -6.14087 0.99370 -0.36
O 3.23059 -5.48669 1.96510 0.02
O 3.08105 -7.34027 0.84723 0.03
H 2.70743 -3.48456 0.60201 0.10
H 1.28039 -7.28957 -0.79942 0.12
H 0.04749 -3.66840 -2.76109 0.11